{"formula": "C21H25BCrN8O5", "method": "ωB97M-V/def2-TZVPD", "species": ["Cr", "C", "C", "C", "C", "C", "N", "N", "B", "N", "N", "C", "C", "C", "C", "C", "N", "N", "C", "C", "C", "C", "C", "H", "H", "H", "H", "H", "H", "H", "H", "H", "H", "H", "H", "H", "H", "H", "H", "H", "H", "H", "H", "H", "H", "O", "C", "O", "C", "C", "N", "N", "C", "C", "O", "O", "H", "H", "H", "O", "C"], "xyz": [[-0.48, -0.59, -0.40], [-1.27, 0.38, -3.76], [-0.14, 1.00, -3.01], [0.53, 2.16, -3.36], [1.46, 2.39, -2.35], [2.44, 3.50, -2.20], [1.34, 1.41, -1.46], [0.37, 0.53, -1.86], [1.99, 1.17, -0.08], [0.93, 1.49, 1.00], [-0.10, 0.61, 1.21], [-0.83, 1.09, 2.24], [-2.01, 0.42, 2.87], [-0.25, 2.27, 2.69], [0.86, 2.49, 1.89], [1.86, 3.59, 1.95], [2.36, -0.32, 0.04], [1.41, -1.30, -0.03], [2.04, -2.47, 0.13], [1.31, -3.77, 0.07], [3.39, -2.25, 0.34], [3.56, -0.87, 0.27], [4.81, -0.08, 0.41], [-1.33, 0.83, -4.75], [-1.15, -0.69, -3.90], [-2.22, 0.57, -3.25], [0.38, 2.76, -4.24], [2.38, 4.17, -3.06], [2.25, 4.08, -1.30], [3.46, 3.11, -2.14], [2.96, 1.85, 0.06], [-2.05, -0.64, 2.65], [-1.94, 0.54, 3.95], [-2.94, 0.89, 2.55], [-0.57, 2.87, 3.52], [1.61, 4.27, 2.77], [2.86, 3.20, 2.11], [1.87, 4.17, 1.03], [0.24, -3.63, 0.17], [1.49, -4.29, -0.88], [1.65, -4.43, 0.87], [4.16, -2.98, 0.50], [5.65, -0.75, 0.58], [5.01, 0.51, -0.49], [4.75, 0.61, 1.25], [-6.22, -1.06, 0.54], [-5.61, -2.09, 1.09], [-6.18, -2.95, 1.71], [-4.11, -2.15, 0.98], [-3.37, -3.16, 1.55], [-2.08, -2.92, 1.28], [-1.93, -1.80, 0.56], [-3.16, -1.32, 0.38], [-3.25, -0.04, -0.40], [-4.33, 0.46, -0.63], [-2.10, 0.41, -0.77], [-5.60, -0.44, 0.08], [-3.70, -4.02, 2.12], [-1.28, -3.45, 1.59], [-0.57, -3.09, -2.72], [-0.59, -2.27, -1.96]], "lowdin_charge": [0.866, -0.004, -0.288, 0.050, -0.236, 0.007, 0.049, -0.008, -0.471, 0.050, 0.015, -0.277, 0.005, 0.043, -0.240, 0.005, 0.048, -0.014, -0.301, -0.015, 0.045, -0.238, -0.003, 0.095, 0.061, 0.088, 0.125, 0.091, 0.077, 0.092, 0.123, 0.058, 0.097, 0.102, 0.127, 0.091, 0.089, 0.079, 0.034, 0.096, 0.097, 0.125, 0.090, 0.092, 0.090, 0.155, -0.488, 0.134, -0.018, 0.048, 0.059, -0.018, -0.137, -0.516, 0.120, -0.100, 0.076, 0.157, 0.164, 0.214, 0.044], "spin_multiplicity": 4, "largest_force_ha_per_bohr": 0.0110, "charge": 1, "gap_ev": [8.53, 8.32], "e_lumo_ha": [-0.1327, -0.1399], "homo_ev": [-12.144, -12.131], "relative_energy_kcal_mol": 0.0, "e_tot_ev": -73439.2738}

***

{"formula": "C21H25BaIN3O2S5", "method": "ωB97M-V/def2-TZVPD", "species": ["Ba", "C", "C", "S", "C", "C", "S", "C", "C", "S", "H", "H", "H", "H", "H", "H", "H", "H", "H", "H", "H", "H", "O", "C", "C", "C", "C", "C", "C", "C", "O", "N", "N", "C", "S", "C", "C", "S", "H", "H", "H", "H", "H", "H", "H", "H", "H", "I", "C", "C", "C", "C", "N", "C", "H", "H", "H", "H"], "xyz": [[0.65, -0.01, 0.20], [3.79, 2.30, 0.08], [2.93, 3.34, 0.78], [1.13, 2.99, 0.71], [0.62, 3.12, 2.46], [1.34, 2.26, 3.49], [1.32, 0.47, 3.15], [3.08, 0.02, 3.35], [4.08, 0.71, 2.43], [3.67, 0.57, 0.66], [3.52, 2.24, -0.97], [4.84, 2.60, 0.15], [3.20, 3.47, 1.83], [3.08, 4.30, 0.28], [0.71, 4.17, 2.75], [-0.45, 2.87, 2.43], [2.38, 2.56, 3.59], [0.85, 2.41, 4.45], [3.35, 0.21, 4.39], [3.10, -1.06, 3.19], [4.17, 1.77, 2.67], [5.05, 0.25, 2.58], [-3.36, 1.42, -3.51], [-2.41, 0.86, -4.26], [-2.54, 0.96, -5.65], [-1.62, 0.38, -6.49], [-0.53, -0.31, -5.97], [-0.38, -0.40, -4.60], [-1.30, 0.17, -3.73], [-1.06, 0.04, -2.28], [0.08, -0.38, -1.84], [-2.06, 0.37, -1.48], [-1.82, 0.29, -0.11], [-2.92, 0.16, 0.55], [-4.46, 0.02, -0.29], [-5.41, -0.32, 1.23], [-4.77, 0.44, 2.38], [-2.97, 0.14, 2.29], [-3.20, 1.16, -2.58], [-3.40, 1.49, -6.04], [-1.74, 0.46, -7.56], [0.19, -0.77, -6.63], [0.47, -0.93, -4.17], [-5.41, -1.39, 1.41], [-6.43, 0.02, 1.06], [-5.11, 0.08, 3.35], [-4.93, 1.51, 2.30], [1.25, -5.52, 3.74], [1.07, -4.65, 1.85], [1.12, -5.41, 0.69], [0.98, -4.77, -0.53], [0.81, -3.40, -0.55], [0.78, -2.66, 0.56], [0.90, -3.28, 1.74], [1.25, -6.49, 0.75], [1.00, -5.33, -1.45], [0.68, -2.86, -1.48], [0.85, -2.66, 2.63]], "lowdin_charge": [1.722, -0.511, -0.490, 0.784, -0.506, -0.486, 0.735, -0.506, -0.489, 0.773, 0.081, 0.089, 0.066, 0.086, 0.090, 0.074, 0.067, 0.086, 0.091, 0.074, 0.067, 0.086, 0.058, -0.264, -0.007, -0.071, -0.089, -0.033, -0.083, -0.462, -0.478, -0.043, -0.293, -0.928, 0.988, -0.502, -0.499, 0.911, 0.042, 0.121, 0.108, 0.101, 0.108, 0.080, 0.084, 0.084, 0.082, 0.908, -0.702, -0.109, -0.029, -0.132, -0.119, -0.227, 0.108, 0.119, 0.104, 0.084], "largest_force_ha_per_bohr": 0.0667, "charge": 1, "gap_ev": 7.69, "e_lumo_ha": -0.0829, "homo_ev": -9.942, "relative_energy_kcal_mol": 23.7, "e_tot_ev": -93715.1069}

***

{"formula": "C21H25ClKN5O5", "method": "ωB97M-V/def2-TZVPD", "species": ["K", "O", "C", "O", "C", "C", "N", "N", "C", "C", "O", "O", "H", "H", "H", "C", "C", "C", "C", "C", "O", "C", "C", "C", "C", "C", "C", "Cl", "C", "C", "C", "N", "C", "N", "C", "N", "H", "H", "H", "H", "H", "H", "H", "H", "H", "H", "H", "H", "H", "H", "H", "H", "H", "H", "H", "H", "H", "H"], "xyz": [[3.06, 1.28, 1.08], [7.61, 1.82, 4.74], [8.20, 2.10, 3.59], [9.38, 2.36, 3.52], [7.38, 2.02, 2.35], [7.95, 1.99, 1.11], [6.95, 1.88, 0.22], [5.74, 1.82, 0.80], [5.98, 1.93, 2.11], [4.84, 1.94, 3.11], [5.09, 1.41, 4.21], [3.76, 2.45, 2.74], [6.64, 1.61, 4.60], [8.99, 2.04, 0.82], [7.01, 1.81, -0.78], [-2.52, -0.28, -4.11], [-3.53, -0.55, -2.99], [-3.98, -2.01, -3.14], [-4.75, 0.35, -3.21], [-2.87, -0.31, -1.59], [-1.64, -1.03, -1.52], [-3.80, -0.75, -0.44], [-3.26, -0.62, 0.99], [-2.17, -1.61, 1.33], [-2.35, -2.98, 1.16], [-1.34, -3.89, 1.45], [-0.13, -3.42, 1.94], [1.14, -4.54, 2.31], [0.07, -2.06, 2.15], [-0.95, -1.17, 1.84], [-2.50, 1.18, -1.45], [-1.32, 1.48, -0.65], [-0.05, 1.17, -0.88], [0.73, 1.69, 0.05], [-0.17, 2.32, 0.87], [-1.42, 2.22, 0.48], [-2.94, -0.58, -5.07], [-1.59, -0.84, -3.96], [-2.27, 0.78, -4.21], [-4.28, -2.20, -4.17], [-4.83, -2.26, -2.50], [-3.16, -2.71, -2.91], [-5.17, 0.17, -4.21], [-4.50, 1.41, -3.17], [-5.55, 0.16, -2.49], [-1.79, -1.90, -1.15], [-4.08, -1.79, -0.61], [-4.72, -0.17, -0.51], [-4.11, -0.78, 1.66], [-2.91, 0.39, 1.18], [-3.30, -3.36, 0.79], [-1.49, -4.95, 1.31], [1.01, -1.71, 2.56], [-0.79, -0.11, 1.99], [-3.31, 1.73, -0.98], [-2.35, 1.62, -2.43], [0.26, 0.57, -1.72], [0.11, 2.87, 1.76]], "lowdin_charge": [0.933, 0.121, -0.506, 0.087, -0.056, -0.010, -0.008, 0.029, -0.154, -0.645, 0.014, -0.230, 0.060, 0.139, 0.154, -0.044, -0.522, -0.045, -0.038, -0.422, -0.010, -0.113, -0.115, -0.229, -0.044, -0.097, -0.669, 0.669, -0.089, -0.025, -0.034, -0.097, -0.136, -0.030, -0.217, 0.113, 0.089, 0.088, 0.078, 0.089, 0.081, 0.092, 0.092, 0.084, 0.083, 0.095, 0.102, 0.122, 0.128, 0.095, 0.118, 0.107, 0.107, 0.102, 0.138, 0.114, 0.140, 0.122], "largest_force_ha_per_bohr": 0.0500, "charge": 0, "gap_ev": 8.96, "e_lumo_ha": -0.0093, "homo_ev": -9.211, "relative_energy_kcal_mol": 1.0, "e_tot_ev": -68720.3537}

***

{"formula": "C21H25ClKN5O5", "method": "ωB97M-V/def2-TZVPD", "species": ["K", "O", "C", "O", "C", "C", "N", "N", "C", "C", "O", "O", "H", "H", "H", "C", "C", "C", "C", "C", "O", "C", "C", "C", "C", "C", "C", "Cl", "C", "C", "C", "N", "C", "N", "C", "N", "H", "H", "H", "H", "H", "H", "H", "H", "H", "H", "H", "H", "H", "H", "H", "H", "H", "H", "H", "H", "H", "H"], "xyz": [[0.03, 2.33, -3.75], [0.75, -3.44, -4.29], [1.94, -2.95, -4.59], [2.85, -3.65, -4.98], [2.15, -1.49, -4.41], [3.42, -0.94, -4.39], [3.27, 0.38, -4.22], [1.97, 0.75, -4.14], [1.28, -0.38, -4.26], [-0.24, -0.40, -4.22], [-0.74, -1.41, -3.68], [-0.85, 0.58, -4.70], [0.14, -2.71, -3.94], [4.38, -1.42, -4.48], [3.99, 1.08, -4.14], [-3.87, 0.68, 1.32], [-2.87, 0.36, 2.44], [-3.02, -1.13, 2.77], [-3.24, 1.18, 3.68], [-1.40, 0.66, 1.97], [-1.16, 0.02, 0.73], [-0.37, 0.21, 3.02], [1.10, 0.38, 2.64], [1.56, -0.60, 1.59], [1.47, -1.97, 1.81], [1.91, -2.89, 0.87], [2.45, -2.43, -0.32], [3.03, -3.57, -1.50], [2.54, -1.07, -0.58], [2.11, -0.17, 0.38], [-1.28, 2.18, 1.69], [-0.36, 2.55, 0.63], [-0.48, 2.35, -0.68], [0.54, 2.88, -1.33], [1.27, 3.42, -0.32], [0.76, 3.26, 0.88], [-4.84, 0.28, 1.58], [-3.56, 0.24, 0.37], [-4.00, 1.75, 1.17], [-4.07, -1.35, 2.96], [-2.47, -1.41, 3.67], [-2.70, -1.77, 1.95], [-4.28, 0.97, 3.95], [-3.17, 2.25, 3.51], [-2.63, 0.92, 4.54], [-0.93, -0.91, 0.86], [-0.55, -0.84, 3.24], [-0.57, 0.75, 3.94], [1.69, 0.22, 3.55], [1.31, 1.40, 2.32], [1.06, -2.34, 2.74], [1.85, -3.95, 1.05], [2.95, -0.73, -1.52], [2.17, 0.89, 0.18], [-0.93, 2.72, 2.57], [-2.25, 2.58, 1.42], [-1.29, 1.78, -1.10], [2.19, 3.96, -0.47]], "lowdin_charge": [0.958, 0.107, -0.552, 0.075, -0.073, -0.021, -0.003, -0.005, -0.155, -0.643, 0.021, -0.208, 0.065, 0.140, 0.157, -0.041, -0.521, -0.041, -0.039, -0.425, 0.000, -0.114, -0.119, -0.233, -0.044, -0.095, -0.645, 0.738, -0.079, -0.024, -0.034, -0.098, -0.157, -0.028, -0.219, 0.112, 0.088, 0.091, 0.076, 0.089, 0.081, 0.093, 0.092, 0.083, 0.081, 0.105, 0.102, 0.120, 0.126, 0.093, 0.116, 0.106, 0.092, 0.096, 0.141, 0.115, 0.142, 0.112], "largest_force_ha_per_bohr": 0.0509, "charge": 0, "gap_ev": 8.62, "e_lumo_ha": -0.0082, "homo_ev": -8.842, "relative_energy_kcal_mol": 0.0, "e_tot_ev": -68720.3983}